Formula: C45H78Cl2F5I3O14S
Source: OMol25
Level of theory: ωB97M-V/def2-TZVPD

XYZ file:
```
148
Properties=species:S:1:pos:R:3:forces:R:3:mulliken_charge:R:1
C 4.93238 3.76629 3.51578 0.2 0.0 -0.1 -0.7404
O 3.53716 3.58130 3.49403 -0.4 0.1 0.2 -0.3115
C 3.15058 2.30124 3.96795 0.8 0.2 -0.4 -0.7375
C 3.32589 1.20950 2.90083 -0.1 -0.8 0.6 -1.2056
C 2.06045 0.35548 2.64358 0.2 1.2 -0.3 0.1552
C 1.27521 0.95598 1.45945 0.6 -0.2 0.1 -1.5385
C 0.37789 0.01298 0.65828 -0.8 0.7 -0.1 -0.3009
O -0.33245 0.69497 -0.38349 0.5 0.1 0.5 -0.6213
C 0.18322 1.72748 -1.14299 -0.4 0.0 -1.2 -0.0010
F 1.52116 1.59166 -1.37471 0.0 -0.1 0.5 -0.0266
I -0.69430 1.39415 -3.16550 0.0 0.0 0.1 0.0780
C -0.12248 3.14602 -0.71419 0.2 0.5 -0.3 0.0181
C -1.52226 3.70829 -0.98413 -0.2 0.2 0.7 -1.1635
C -2.74000 2.83787 -0.63718 -0.5 0.3 -0.8 1.0970
O -3.80318 3.13861 -1.55488 0.1 -0.1 0.1 -0.7139
C -0.82561 -0.64136 1.52153 0.6 -0.9 0.2 1.4496
C -0.35335 -1.93722 2.27666 0.4 0.3 -0.5 -0.5639
C -0.89855 -2.12830 3.66504 1.0 0.9 -0.4 -0.1521
O -1.73162 -2.88173 3.96013 -1.6 -1.3 0.5 -0.4002
Cl -0.10228 -1.22766 4.98673 0.3 0.2 0.1 -0.2224
O -1.10061 0.29571 2.55458 -0.4 -0.2 -0.5 -0.1048
C -2.25381 1.13172 2.71767 -0.4 1.1 1.0 1.4206
C -2.91597 0.79118 4.05800 -0.4 0.0 0.0 -1.0887
C -4.08251 1.70914 4.47030 0.1 -0.6 0.4 -1.4314
C -5.30280 1.66643 3.57250 -0.2 0.6 0.2 -0.0659
Cl -6.37360 3.06824 3.97248 0.0 -0.1 0.0 -0.2428
C -1.76244 2.58651 2.74268 0.5 -0.3 -0.6 -0.6670
C -0.80166 2.89247 3.88607 -1.4 0.7 0.5 0.0797
C -0.15501 4.22387 3.74370 -0.4 0.4 -0.2 0.3663
F 0.56079 4.63182 4.81851 1.2 -0.7 -0.5 -0.3845
C -0.16321 5.01995 2.65586 0.4 -0.2 0.2 0.1500
F -1.24868 5.42448 2.01237 0.0 -1.0 -0.7 -0.2208
F 0.91007 5.54950 2.09260 -0.1 1.0 0.7 -0.2457
C -2.06416 -0.99511 0.64631 -0.4 0.5 0.5 -0.7502
I -1.71040 -2.09453 -1.14338 -0.1 -0.1 -0.1 0.1596
C -3.21764 -1.67166 1.43816 -0.1 0.1 -0.8 0.5207
C -3.40582 -3.17225 1.31002 -0.4 -0.3 0.8 -1.5710
I -5.05284 -0.78001 0.67216 0.0 0.1 0.1 0.0032
S 1.60642 -1.18034 -0.15078 0.7 -0.5 0.2 1.4596
O 2.92472 -0.65374 -0.00247 -0.3 0.0 -0.1 -0.4091
O 1.39745 -2.55009 0.18157 -0.2 0.1 0.0 -0.7076
F 1.26324 -1.03532 -1.66258 0.0 0.1 -0.1 -0.1769
H 5.14123 4.81460 3.30916 -0.1 0.0 0.0 0.2407
H 5.44637 3.15018 2.76899 0.0 0.0 0.0 0.2233
H 5.35660 3.51702 4.49572 -0.1 0.0 0.0 0.3574
H 3.80647 2.06398 4.81345 -0.2 -0.1 0.2 0.4615
H 2.13006 2.36706 4.33820 -0.1 0.1 -0.1 0.2619
H 3.72797 1.62905 1.97869 -0.1 0.1 0.0 0.4180
H 4.08323 0.51545 3.26689 0.1 0.1 -0.1 0.2179
H 2.40412 -0.65144 2.42310 -0.3 -0.2 0.2 0.7308
H 1.45356 0.40464 3.54253 -0.1 -0.6 0.0 -0.2907
H 0.70752 1.83007 1.76434 -0.2 -0.1 0.2 -0.7182
H 2.05204 1.31807 0.79176 -0.2 0.1 -0.2 2.1061
H 0.57730 3.75853 -1.28789 0.0 0.0 0.0 0.4087
H 0.16976 3.30848 0.32572 0.0 -0.3 0.1 -0.2209
H -1.64002 4.05207 -2.00949 0.2 -0.3 -0.1 0.5533
H -1.60206 4.61448 -0.37805 0.1 0.1 -0.1 0.3594
H -2.53346 1.77138 -0.71397 0.2 0.0 0.3 -0.5148
H -3.14023 3.10545 0.34004 0.2 -0.3 0.2 -0.0086
H -3.88259 2.40123 -2.16797 0.0 0.1 0.0 0.4432
H -0.65805 -2.79436 1.67930 0.0 -0.1 0.2 -0.2878
H 0.72805 -2.00243 2.35369 0.0 0.2 0.1 1.1104
H -3.04000 1.11519 1.95892 0.4 -0.7 -0.5 -0.3169
H -3.30014 -0.23238 4.05301 0.1 -0.1 0.0 0.7138
H -2.19033 0.85113 4.86740 0.2 -0.2 -0.1 0.2691
H -4.40211 1.32589 5.44311 0.0 0.2 0.1 0.6474
H -3.75737 2.73384 4.64848 0.0 0.1 -0.2 0.3988
H -5.08619 1.77748 2.51666 0.0 -0.2 -0.1 -0.0801
H -5.92013 0.79393 3.76238 0.2 -0.2 -0.3 0.3565
H -1.22021 2.72189 1.80219 -0.1 0.1 -0.1 -0.8110
H -2.59821 3.28522 2.70029 -0.1 -0.1 0.2 1.1764
H -0.03533 2.11547 3.91909 0.2 0.1 0.0 -0.3228
H -1.34296 2.86314 4.83733 0.1 -0.1 0.0 0.7059
H -2.46906 -0.06032 0.27825 0.3 0.1 -0.1 0.3716
H -3.19241 -1.34711 2.47049 0.0 -0.1 0.0 -0.5468
H -2.48429 -3.74256 1.36990 0.1 0.1 -0.1 0.3340
H -3.96476 -3.46553 0.42456 0.3 0.2 -0.2 0.6440
H -4.01641 -3.50192 2.15416 0.0 0.0 0.0 0.3392
C -3.75030 -5.21441 -4.62690 -0.1 0.0 0.2 -1.1941
C -4.03291 -3.74512 -4.40454 0.0 0.0 0.0 0.7392
C -3.32346 -2.75685 -5.29918 -0.1 -0.1 0.3 -0.9358
O -4.79276 -3.37746 -3.53957 0.0 0.0 0.0 -0.5440
H -4.31795 -5.80495 -3.91137 0.0 0.0 0.0 0.3108
H -4.04053 -5.50363 -5.63828 0.1 0.0 0.0 0.3549
H -2.68630 -5.41666 -4.49172 0.0 0.0 -0.1 0.2950
H -3.58661 -2.93185 -6.34324 0.1 0.0 0.0 0.4294
H -2.24229 -2.86262 -5.17911 0.0 -0.1 -0.1 0.2891
H -3.61212 -1.74953 -5.03017 0.0 0.0 0.0 0.2966
C 5.89028 -0.52794 -3.60905 0.2 0.1 -0.1 -1.2541
C 5.78897 0.83076 -2.95568 0.0 0.0 0.0 0.6586
C 4.64677 1.03062 -1.99541 0.2 0.3 -0.1 -0.7637
O 6.58647 1.70787 -3.19798 0.1 -0.1 0.1 -0.5714
H 6.74898 -0.54847 -4.27650 0.0 0.0 0.0 0.3611
H 6.00867 -1.30121 -2.84830 -0.1 0.0 0.0 0.3382
H 4.98479 -0.73528 -4.18176 0.0 -0.1 0.1 0.3078
H 4.71820 0.32037 -1.17380 -0.1 -0.1 0.0 0.3318
H 3.69493 0.88116 -2.50681 0.0 -0.1 0.1 0.2696
H 4.68172 2.04282 -1.59648 0.0 0.0 0.0 0.3277
C 0.02802 -6.73444 3.60974 -0.2 0.0 0.0 -1.3277
C -0.42619 -5.91812 2.42435 0.1 0.0 0.0 0.9344
C 0.60880 -5.60625 1.36918 -0.2 0.1 0.0 -1.0032
O -1.56591 -5.52841 2.32443 0.1 -0.1 0.0 -0.4942
H -0.80798 -6.88349 4.28870 0.0 0.0 0.0 0.3412
H 0.39793 -7.70541 3.27646 0.1 0.0 0.0 0.3743
H 0.82946 -6.21445 4.13728 0.1 -0.1 -0.1 0.3283
H 1.00119 -6.53240 0.94580 0.1 0.0 0.1 0.5532
H 1.43521 -5.04116 1.80443 0.1 -0.1 0.0 0.2197
H 0.15801 -5.01375 0.57531 0.0 0.0 0.0 0.1152
C 7.69550 -1.68194 3.35063 -0.1 0.1 0.1 -1.2140
C 7.30792 -0.43281 2.59680 0.0 0.0 -0.1 0.9014
C 7.93244 -0.23619 1.23655 -0.1 0.2 0.0 -1.1323
O 6.53309 0.37165 3.05889 0.0 0.0 0.0 -0.5092
H 7.17995 -1.70323 4.30777 0.0 0.0 0.0 0.3097
H 7.41997 -2.56703 2.77503 0.1 0.0 0.0 0.3308
H 8.77262 -1.69597 3.52364 0.0 -0.1 -0.1 0.3559
H 7.66581 -1.06567 0.57927 0.1 -0.1 0.0 0.3050
H 9.01901 -0.19297 1.32496 0.0 -0.1 0.0 0.4207
H 7.57283 0.69347 0.80134 0.0 0.0 0.0 0.2341
C -9.26907 -2.56270 2.17252 0.2 0.1 0.0 -1.0785
C -8.12659 -3.54058 2.31257 0.0 0.0 0.0 0.8371
C -8.45330 -5.00162 2.11441 0.2 0.0 0.0 -1.1614
O -7.00607 -3.17077 2.56823 0.1 0.0 0.1 -0.4890
H -8.90267 -1.55189 2.33608 0.0 0.0 0.0 0.2268
H -9.69892 -2.63012 1.17188 -0.1 -0.1 0.0 0.3303
H -10.04614 -2.78531 2.90556 -0.1 -0.1 -0.1 0.3594
H -8.85158 -5.16373 1.11160 -0.1 0.0 0.0 0.3411
H -9.19750 -5.32175 2.84546 -0.1 0.0 -0.1 0.3517
H -7.55043 -5.59437 2.23999 0.0 0.0 0.0 0.2813
C -1.04223 0.18512 -7.30718 -0.1 -0.1 0.2 -1.0321
C -2.51190 0.53371 -7.28655 0.0 0.0 0.0 0.8519
C -2.95827 1.64892 -8.20015 -0.2 -0.1 0.1 -1.1867
O -3.29028 -0.05220 -6.57067 0.0 0.2 -0.1 -0.4795
H -0.85119 -0.62687 -6.60879 0.0 0.0 0.0 0.1598
H -0.74497 -0.12660 -8.30967 0.1 0.1 0.0 0.3979
H -0.44614 1.05254 -7.01803 0.0 0.0 -0.1 0.3207
H -2.73642 1.39527 -9.23795 0.1 0.1 0.0 0.3388
H -2.43708 2.57289 -7.94493 0.1 0.0 -0.1 0.3296
H -4.02923 1.80071 -8.09026 0.0 0.0 0.0 0.3059
C 6.08457 3.52243 -5.39645 -0.3 0.2 -0.2 -0.8530
C 5.63823 4.29455 -6.61236 0.0 0.0 0.0 0.7586
C 6.71278 4.68277 -7.60292 -0.2 0.1 -0.1 -1.1001
O 4.47983 4.59101 -6.79363 0.0 0.0 0.0 -0.5669
H 5.22768 3.30676 -4.76597 0.0 0.0 0.0 0.1980
H 6.55092 2.58467 -5.69744 0.1 0.0 0.1 0.2975
H 6.80674 4.10423 -4.82324 0.1 -0.1 0.0 0.3201
H 7.20535 3.78957 -7.99039 0.1 0.0 0.1 0.3073
H 7.45930 5.31309 -7.11734 0.1 -0.1 0.0 0.3146
H 6.26510 5.23076 -8.42873 0.0 0.0 0.0 0.3060
```
Forces are in eV/Å.

Properties
SMILES   COCCCC[C@](O[C@@](F)(I)CCCO)([C@@](CC(=O)Cl)(O[C@@H](CCCCl)CCC(F)=C(F)F)[C@@H](I)[C@H](C)I)S(=O)(=O)F.CC(C)=O.CC(C)=O.CC(C)=O.CC(C)=O.CC(C)=O.CC(C)=O.CC(C)=O
Net charge   0
Strongest force on any atom   0.0418 Eh/bohr
ΔE to the lowest compared entry with this formula, charge and spin   0.000 eV
HOMO level   -8.9 eV
LUMO level   0.088 eV